DFT (ωB97M-V with the def2-TZVPD basis set) results for C2H4ClOP in the gas phase in a non-equilibrium geometry.

```
9
Properties=species:S:1:pos:R:3:mulliken_charge:R:1
C 1.6936 1.4748 -0.5659 -0.01
C -0.7164 0.4625 0.1768 -0.44
O 0.0815 0.8239 -0.8979 -0.38
P 2.0003 3.0469 -0.2653 0.10
Cl 4.0412 2.8384 0.0506 -0.22
H 2.4717 0.6612 -0.4787 0.32
H -1.6495 -0.0016 -0.4363 0.17
H -0.9462 1.3718 0.8039 0.23
H -0.3499 -0.3427 0.9162 0.24
```

Summary:
E_LUMO = -0.21 eV
SMILES = CO/C=P/Cl
relative energy (zero: lowest compared OMol25 entry of this formula, charge and spin) = 80.13 kcal per mole

***

DFT (ωB97M-V with the def2-TZVPD basis set) results for C6H11N in the gas phase in a non-equilibrium geometry.

```
18
Properties=species:S:1:pos:R:3:mulliken_charge:R:1
C 1.0998 1.4938 -2.0858 -0.78
C -1.1182 1.2067 1.5247 -1.17
C 0.4785 -2.2597 0.7163 -1.05
C -0.7679 0.0750 0.6337 0.54
C -0.1390 0.1227 -0.6935 -0.38
C -0.6509 -1.2737 0.7894 -0.26
N 0.7610 1.0754 -0.7335 -0.39
H -0.3940 -0.4995 -1.5644 0.46
H -1.4909 -1.6930 1.3487 0.31
H 0.3271 2.1441 -2.5132 0.27
H 2.0277 2.0719 -2.0639 0.29
H 1.2494 0.6362 -2.7565 0.31
H -0.3057 1.4470 2.2176 0.24
H -2.0117 0.9577 2.1092 0.38
H -1.3428 2.1000 0.9342 0.31
H 1.3268 -1.8926 0.1363 0.34
H 0.8341 -2.5164 1.7188 0.29
H 0.1166 -3.1958 0.2817 0.29
```

Summary:
E_LUMO = 0.26 eV
SMILES = C/C=C(C)\C=N\C
relative energy (zero: lowest compared OMol25 entry of this formula, charge and spin) = 87.52 kcal per mole

***

DFT (ωB97M-V with the def2-TZVPD basis set) results for 2 unconnected molecules or ions with the total composition C3H5NO2.

```
11
Properties=species:S:1:pos:R:3:mulliken_charge:R:1
N 1.3204 -1.0028 -1.0783 -0.54
C 0.7865 -1.0880 0.0684 0.05
C -0.6951 -1.3296 0.1807 -0.02
O -1.5139 -0.8363 -0.5561 -0.43
C -0.6126 2.0256 0.0771 -0.12
O 0.2436 1.7130 0.8703 -0.41
H 2.3265 -0.8468 -0.9832 0.27
H -1.0018 -1.9996 1.0113 0.31
H 1.3239 -1.0244 1.0228 0.36
H -0.6694 1.5841 -0.9356 0.26
H -1.3961 2.7670 0.3372 0.26
```

Summary:
E_LUMO = -0.06 eV
SMILES = [H]/N=C/C=O.C=O
relative energy (zero: lowest compared OMol25 entry of this formula, charge and spin) = 63.41 kcal per mole

***

DFT (ωB97M-V with the def2-TZVPD basis set) results for C3H6ClNOS in the gas phase in a non-equilibrium geometry.

```
13
Properties=species:S:1:pos:R:3:mulliken_charge:R:1
C 0.9594 0.6260 -0.1662 -0.54
C -0.2267 0.8102 -1.0521 -0.69
C 1.0391 -0.6559 0.5477 -0.38
N -0.8543 -0.3429 1.3848 -0.52
O -2.4067 -0.6667 -0.6449 -0.53
S -1.7339 0.3211 0.1212 0.60
Cl 0.8831 -2.1874 -0.1669 -0.12
H 1.8656 0.7789 -0.6335 0.41
H 0.9233 1.4748 0.5269 0.28
H -0.5056 1.8892 -1.2396 0.36
H -0.2716 0.0379 -1.7888 0.37
H 1.5454 -0.8225 1.4673 0.44
H -1.2173 -1.2628 1.6441 0.31
```

Summary:
E_LUMO (spin up / spin down) = 0.74 / -2.37 eV
spin multiplicity = 3
<S²> = 2.0160
relative energy (zero: lowest compared OMol25 entry of this formula, charge and spin) = 22.84 kcal per mole

***

Which value of relative energy (zero: lowest compared OMol25 entry of this formula, charge and spin) does entry 2 give? 87.52 kcal per mole

***

Which value of relative energy (zero: lowest compared OMol25 entry of this formula, charge and spin) does entry 4 give? 22.84 kcal per mole

***

What did the third record say?
DFT (ωB97M-V with the def2-TZVPD basis set) results for 2 unconnected molecules or ions with the total composition C3H5NO2.

```
11
Properties=species:S:1:pos:R:3:mulliken_charge:R:1
N 1.3204 -1.0028 -1.0783 -0.54
C 0.7865 -1.0880 0.0684 0.05
C -0.6951 -1.3296 0.1807 -0.02
O -1.5139 -0.8363 -0.5561 -0.43
C -0.6126 2.0256 0.0771 -0.12
O 0.2436 1.7130 0.8703 -0.41
H 2.3265 -0.8468 -0.9832 0.27
H -1.0018 -1.9996 1.0113 0.31
H 1.3239 -1.0244 1.0228 0.36
H -0.6694 1.5841 -0.9356 0.26
H -1.3961 2.7670 0.3372 0.26
```

Summary:
E_LUMO = -0.06 eV
SMILES = [H]/N=C/C=O.C=O
relative energy (zero: lowest compared OMol25 entry of this formula, charge and spin) = 63.41 kcal per mole